Record 1
{"formula": "C20H17F6N3O7S2Tc", "method": "the ωB97M-V functional and the def2-TZVPD basis", "symbols": ["Tc", "O", "C", "C", "C", "C", "C", "C", "C", "N", "C", "C", "N", "C", "C", "C", "C", "C", "C", "C", "O", "H", "H", "H", "H", "H", "H", "H", "H", "H", "H", "H", "H", "H", "H", "F", "C", "F", "F", "S", "O", "O", "N", "S", "O", "O", "C", "F", "F", "F", "C", "C", "O", "H", "H", "H"], "coordinates": [[0.37, -0.20, 0.21], [1.20, 0.56, -1.43], [0.85, 0.42, -2.70], [1.76, 0.90, -3.66], [1.47, 0.83, -5.00], [0.26, 0.30, -5.46], [-0.64, -0.16, -4.54], [-0.37, -0.12, -3.15], [-1.41, -0.62, -2.29], [-1.30, -0.79, -1.03], [-2.46, -1.29, -0.28], [-2.27, -0.98, 1.21], [-0.86, -1.23, 1.52], [-0.50, -2.19, 2.29], [0.85, -2.70, 2.35], [1.23, -3.50, 3.44], [2.46, -4.10, 3.49], [3.34, -3.93, 2.41], [2.98, -3.17, 1.31], [1.74, -2.53, 1.26], [1.45, -1.83, 0.17], [2.68, 1.33, -3.30], [2.19, 1.22, -5.71], [0.04, 0.27, -6.52], [-1.59, -0.56, -4.86], [-2.36, -0.85, -2.77], [-3.39, -0.84, -0.64], [-2.52, -2.38, -0.41], [-2.48, 0.07, 1.41], [-2.92, -1.60, 1.83], [-1.26, -2.69, 2.88], [0.52, -3.63, 4.25], [2.75, -4.69, 4.34], [4.31, -4.40, 2.43], [3.65, -3.05, 0.47], [-0.95, 4.86, 2.45], [-0.77, 3.55, 2.40], [-1.85, 2.94, 2.89], [0.29, 3.22, 3.14], [-0.45, 3.01, 0.67], [-0.69, 1.54, 0.77], [0.89, 3.38, 0.36], [-1.58, 3.77, -0.05], [-2.44, 3.29, -1.30], [-2.53, 1.86, -1.41], [-3.60, 4.11, -1.38], [-1.39, 3.80, -2.72], [-0.22, 3.16, -2.67], [-2.01, 3.48, -3.85], [-1.16, 5.11, -2.70], [3.30, 1.12, 0.67], [2.02, 0.59, 1.22], [1.75, 0.48, 2.40], [4.09, 1.03, 1.41], [3.13, 2.17, 0.44], [3.54, 0.61, -0.26]], "multiplicity": 4, "molar_mass_g_mol": 687.49, "gap_ev": [7.814, 7.280], "e_homo_ev": [-8.30, -8.43]}

Record 2
{"formula": "C33H50Br2Cl8I3N4O3", "method": "the ωB97M-V functional and the def2-TZVPD basis", "symbols": ["C", "O", "C", "C", "C", "C", "C", "Br", "C", "C", "Br", "C", "C", "I", "C", "C", "I", "C", "C", "C", "C", "C", "C", "C", "C", "C", "C", "N", "N", "C", "N", "C", "O", "C", "C", "O", "N", "C", "C", "C", "I", "H", "H", "H", "H", "H", "H", "H", "H", "H", "H", "H", "H", "H", "H", "H", "H", "H", "H", "H", "H", "H", "H", "H", "H", "H", "H", "H", "H", "H", "H", "H", "H", "H", "H", "H", "H", "H", "H", "H", "H", "H", "H", "C", "Cl", "Cl", "H", "H", "C", "Cl", "Cl", "H", "H", "C", "Cl", "Cl", "H", "H", "C", "Cl", "Cl", "H", "H"], "coordinates": [[-0.05, 0.55, -5.46], [0.64, 1.38, -4.55], [1.78, 0.75, -4.00], [2.45, 1.76, -3.08], [1.61, 2.08, -1.84], [1.79, 1.36, -0.45], [3.29, 1.21, -0.13], [4.10, 2.67, 0.81], [4.17, 0.27, -0.49], [5.63, 0.25, -0.12], [3.68, -1.22, -1.56], [0.92, 0.04, -0.40], [1.37, -1.16, 0.43], [2.15, -0.99, 2.39], [1.29, -2.40, -0.10], [0.74, -2.73, -1.46], [1.95, -4.14, 0.88], [-0.64, 0.33, -0.30], [-1.27, 0.04, -1.68], [-1.32, -0.43, 0.87], [-1.77, -1.87, 0.70], [-1.24, -2.83, 1.59], [-1.63, -4.17, 1.51], [-2.56, -4.59, 0.55], [-3.14, -3.64, -0.32], [-4.19, -4.05, -1.32], [-2.74, -2.29, -0.21], [-0.98, 1.80, -0.05], [-2.31, 2.12, -0.41], [-0.07, 2.75, 0.06], [-0.35, 4.02, -0.20], [0.56, 5.13, -0.04], [0.14, 5.85, 1.11], [0.98, 6.87, 1.46], [0.33, 7.83, 2.41], [2.08, 6.94, 1.01], [1.22, 2.40, 0.49], [1.11, 2.05, 1.92], [0.81, 3.25, 2.82], [1.24, 2.96, 4.26], [0.03, 1.48, 5.18], [0.63, 0.06, -6.15], [-0.74, 1.17, -6.03], [-0.62, -0.23, -4.93], [1.50, -0.17, -3.49], [2.48, 0.46, -4.80], [3.49, 1.52, -2.89], [2.47, 2.68, -3.67], [0.59, 1.95, -2.17], [1.78, 3.14, -1.62], [6.15, 1.11, -0.53], [6.09, -0.66, -0.49], [5.72, 0.25, 0.96], [1.03, -0.32, -1.42], [-0.35, -2.74, -1.45], [1.07, -3.72, -1.78], [1.09, -2.02, -2.21], [-1.03, 0.82, -2.39], [-0.88, -0.89, -2.09], [-2.35, -0.03, -1.63], [-0.67, -0.39, 1.74], [-2.21, 0.15, 1.15], [-0.50, -2.54, 2.33], [-1.20, -4.91, 2.19], [-2.85, -5.63, 0.47], [-4.11, -3.48, -2.25], [-5.19, -3.93, -0.91], [-4.07, -5.10, -1.58], [-3.25, -1.58, -0.84], [-2.35, 2.57, -1.33], [-2.71, 2.74, 0.29], [-1.27, 4.27, -0.52], [0.48, 5.77, -0.91], [1.59, 4.78, 0.04], [1.07, 8.53, 2.77], [-0.09, 7.27, 3.25], [-0.50, 8.33, 1.91], [2.05, 1.63, 2.26], [0.34, 1.29, 2.09], [1.43, 4.08, 2.48], [-0.25, 3.51, 2.81], [1.23, 3.87, 4.86], [2.28, 2.61, 4.26], [2.01, -4.52, 5.37], [2.17, -2.82, 5.85], [0.57, -4.80, 4.38], [2.88, -4.79, 4.79], [1.94, -5.13, 6.26], [-5.63, 1.22, -2.32], [-4.29, 1.99, -3.19], [-5.33, -0.49, -1.99], [-5.76, 1.73, -1.38], [-6.53, 1.30, -2.93], [5.42, -5.69, -0.09], [6.81, -6.68, -0.54], [5.81, -3.96, -0.07], [4.63, -5.85, -0.82], [5.10, -5.97, 0.90], [-7.93, -4.73, 1.18], [-6.69, -5.80, 0.53], [-7.35, -3.06, 1.30], [-8.78, -4.75, 0.51], [-8.20, -5.07, 2.17]], "multiplicity": 1, "molar_mass_g_mol": 1374.93, "gap_ev": 8.217, "e_homo_ev": -10.54, "total_charge": 1}

Record 3
{"formula": "C35H38F4N3OReS4SbTe", "method": "the ωB97M-V functional and the def2-TZVPD basis", "symbols": ["Re", "C", "C", "N", "C", "C", "C", "C", "N", "C", "C", "F", "C", "F", "C", "C", "F", "C", "F", "H", "H", "H", "H", "H", "H", "H", "H", "H", "H", "H", "H", "H", "H", "H", "S", "Sb", "S", "S", "S", "C", "C", "C", "C", "C", "C", "Te", "N", "C", "O", "C", "C", "C", "C", "C", "C", "C", "C", "C", "C", "C", "C", "C", "C", "C", "C", "H", "H", "H", "H", "H", "H", "H", "H", "H", "H", "H", "H", "H", "H", "H", "H", "H", "H", "H", "H", "H", "H", "H"], "coordinates": [[0.85, 0.60, -1.39], [-2.16, -1.34, -2.56], [-1.04, -1.89, -1.70], [0.35, -1.41, -2.02], [0.63, -1.59, -3.49], [0.44, -3.00, -4.03], [1.28, -2.21, -1.18], [2.70, -1.69, -1.34], [2.59, -0.27, -1.67], [3.60, 0.32, -2.45], [3.20, 1.23, -3.40], [1.85, 1.46, -3.47], [4.06, 1.87, -4.26], [3.59, 2.74, -5.14], [5.41, 1.60, -4.17], [5.84, 0.68, -3.22], [7.13, 0.41, -3.09], [4.95, 0.04, -2.37], [5.41, -0.81, -1.45], [-3.11, -1.57, -2.08], [-2.17, -1.80, -3.55], [-2.11, -0.26, -2.70], [-1.02, -2.98, -1.78], [-1.18, -1.66, -0.65], [1.66, -1.27, -3.66], [-0.01, -0.88, -4.01], [1.14, -3.71, -3.59], [0.64, -2.97, -5.10], [-0.57, -3.37, -3.90], [1.22, -3.26, -1.46], [0.94, -2.13, -0.15], [3.23, -2.22, -2.13], [3.25, -1.84, -0.42], [6.12, 2.09, -4.82], [-3.39, 3.39, -3.86], [-2.20, 5.07, -2.69], [-0.86, 3.64, -1.16], [-0.90, 1.82, -2.14], [-1.55, 4.02, -4.73], [-3.14, -4.19, 5.76], [-2.53, -3.17, 4.84], [-1.54, -2.31, 5.27], [-0.97, -1.34, 4.45], [0.08, -0.45, 5.07], [-1.46, -1.25, 3.12], [-0.91, 0.57, 2.24], [0.42, 0.61, 0.57], [1.61, 0.82, 1.29], [1.67, 0.43, 2.45], [2.68, 1.61, 0.65], [2.29, 2.49, -0.36], [3.23, 3.30, -0.99], [4.55, 3.23, -0.59], [4.94, 2.35, 0.43], [4.00, 1.55, 1.06], [-2.68, 1.21, 1.31], [-3.07, 0.88, 0.01], [-4.16, 1.49, -0.57], [-4.88, 2.43, 0.15], [-4.50, 2.74, 1.45], [-3.41, 2.15, 2.06], [-3.10, 2.53, 3.50], [-2.46, -2.12, 2.65], [-3.04, -2.11, 1.26], [-2.96, -3.07, 3.52], [-2.81, -4.05, 6.79], [-2.86, -5.20, 5.46], [-4.23, -4.13, 5.74], [-1.18, -2.39, 6.29], [0.59, -1.00, 5.87], [-0.37, 0.43, 5.54], [0.84, -0.12, 4.38], [1.23, 2.68, -0.57], [2.92, 4.01, -1.75], [5.29, 3.86, -1.06], [5.98, 2.31, 0.74], [4.28, 0.87, 1.86], [-2.51, 0.16, -0.56], [-4.45, 1.22, -1.58], [-5.74, 2.91, -0.29], [-5.09, 3.47, 2.01], [-3.96, 3.02, 3.94], [-2.26, 3.22, 3.58], [-2.88, 1.66, 4.13], [-2.43, -1.54, 0.58], [-4.04, -1.67, 1.25], [-3.12, -3.13, 0.88], [-3.72, -3.76, 3.15]], "multiplicity": 2, "molar_mass_g_mol": 1156.54, "gap_ev": [6.437, 5.993], "e_homo_ev": [-12.86, -12.89], "total_charge": 2}

Record 4
{"formula": "C13H14N2O3", "method": "the ωB97M-V functional and the def2-TZVPD basis", "symbols": ["O", "O", "O", "C", "C", "C", "C", "C", "C", "C", "C", "N", "N", "C", "C", "C", "C", "C", "H", "H", "H", "H", "H", "H", "H", "H", "H", "H", "H", "H", "H", "H"], "coordinates": [[-3.24, 0.79, -0.32], [-4.22, -2.58, -2.69], [-0.60, -0.08, 0.40], [-2.79, -0.27, -0.73], [-3.27, -1.87, -2.33], [3.92, 0.49, 2.13], [3.57, -0.52, 1.21], [2.97, 1.59, 2.25], [2.50, -0.44, 0.33], [1.83, 1.62, 1.46], [1.59, 0.60, 0.44], [-3.69, -0.87, -1.52], [-1.46, -0.67, -0.55], [-1.82, -2.34, -2.33], [0.58, 2.58, 1.65], [0.28, 0.83, -0.20], [-1.20, -2.08, -0.93], [-0.10, 2.22, 0.26], [4.77, 0.55, 2.86], [4.17, -1.42, 1.07], [2.98, 2.32, 3.03], [2.34, -1.26, -0.42], [-4.64, -0.93, -1.11], [-1.24, -1.86, -3.15], [-1.74, -3.51, -2.50], [0.76, 3.76, 1.74], [0.11, 2.20, 2.54], [0.36, 0.85, -1.28], [-1.82, -2.62, -0.18], [-0.11, -2.45, -0.88], [0.35, 2.92, -0.48], [-1.17, 2.44, 0.22]], "smiles": "O=C1CCN(O[C@H]2CCc3ccccc32)C(=O)N1", "multiplicity": 1, "molar_mass_g_mol": 246.27, "gap_ev": 9.698, "e_homo_ev": -9.15}

Record 5
{"formula": "C20H34N4O3", "method": "the ωB97M-V functional and the def2-TZVPD basis", "symbols": ["C", "C", "N", "C", "C", "C", "N", "C", "O", "C", "C", "C", "N", "C", "C", "C", "O", "C", "O", "C", "C", "C", "N", "C", "C", "C", "C", "H", "H", "H", "H", "H", "H", "H", "H", "H", "H", "H", "H", "H", "H", "H", "H", "H", "H", "H", "H", "H", "H", "H", "H", "H", "H", "H", "H", "H", "H", "H", "H", "H", "H"], "coordinates": [[-0.11, -0.12, -4.03], [0.88, -0.52, -2.95], [0.24, -0.84, -1.68], [-0.29, -2.19, -1.52], [0.74, -3.23, -1.04], [1.83, -2.65, -0.15], [0.06, -4.31, -0.35], [-0.62, -5.27, -1.03], [-0.62, -5.31, -2.25], [-1.35, -6.26, -0.21], [-1.90, -7.46, -0.73], [-2.53, -8.10, 0.30], [-2.40, -7.33, 1.43], [-2.86, -7.69, 2.75], [-1.68, -6.22, 1.12], [0.11, 0.03, -0.64], [-0.40, -0.27, 0.42], [0.68, 1.43, -0.88], [0.29, 2.26, 0.18], [0.86, 3.55, 0.07], [0.40, 4.37, 1.27], [0.86, 3.70, 2.56], [0.92, 5.73, 1.15], [0.62, 6.57, 2.31], [0.98, 7.98, 1.84], [0.79, 7.93, 0.31], [0.38, 6.48, 0.02], [0.41, 0.06, -4.97], [-0.85, -0.90, -4.19], [-0.64, 0.79, -3.75], [1.44, -1.41, -3.27], [1.63, 0.26, -2.80], [-1.09, -2.13, -0.79], [-0.71, -2.52, -2.47], [1.21, -3.69, -1.91], [2.42, -1.91, -0.70], [1.41, -2.16, 0.73], [2.51, -3.44, 0.18], [0.03, -4.29, 0.66], [-1.84, -7.79, -1.76], [-3.07, -9.03, 0.34], [-3.04, -6.78, 3.33], [-3.80, -8.23, 2.67], [-2.14, -8.31, 3.27], [-1.49, -5.47, 1.88], [1.78, 1.36, -0.94], [0.33, 1.83, -1.84], [1.96, 3.49, 0.07], [0.54, 4.01, -0.87], [-0.71, 4.39, 1.25], [0.58, 2.65, 2.54], [1.94, 3.78, 2.65], [0.40, 4.15, 3.43], [-0.46, 6.51, 2.56], [1.18, 6.26, 3.19], [0.36, 8.74, 2.32], [2.02, 8.20, 2.08], [0.03, 8.63, -0.04], [1.72, 8.18, -0.21], [0.78, 6.12, -0.92], [-0.72, 6.39, -0.01]], "smiles": "CCN(C[C@@H](C)NC(=O)c1ccn(C)c1)C(=O)COC[C@@H](C)N1CCCC1", "multiplicity": 1, "molar_mass_g_mol": 378.52, "gap_ev": 9.271, "e_homo_ev": -8.51}

Record 6
{"formula": "C4H4MgNaO3", "method": "the ωB97M-V functional and the def2-TZVPD basis", "symbols": ["O", "C", "O", "O", "C", "Mg", "H", "H", "C", "C", "H", "H", "Na"], "coordinates": [[-2.99, 0.20, 0.79], [-1.82, -0.28, 0.79], [-1.64, -1.50, 0.47], [-0.82, 0.52, 1.09], [0.52, 0.11, 0.80], [-3.65, -1.64, 0.31], [0.64, -0.96, 0.99], [1.17, 0.66, 1.47], [0.85, 0.38, -0.65], [1.81, 1.26, -0.99], [1.04, 1.28, -1.93], [0.40, -0.33, -1.37], [4.49, 0.31, -1.77]], "multiplicity": 2, "molar_mass_g_mol": 147.37, "gap_ev": [6.727, 8.049], "e_homo_ev": [-16.19, -17.52], "total_charge": 2}

Record 7
{"formula": "C33H46ClMnNOP4", "method": "the ωB97M-V functional and the def2-TZVPD basis", "symbols": ["P", "C", "C", "H", "C", "H", "C", "H", "C", "H", "C", "H", "C", "C", "H", "C", "H", "C", "H", "C", "H", "C", "H", "C", "C", "H", "C", "H", "C", "H", "C", "H", "C", "H", "Mn", "C", "C", "H", "C", "O", "H", "C", "H", "C", "Cl", "P", "P", "C", "H", "H", "H", "C", "H", "H", "H", "C", "H", "H", "H", "C", "H", "H", "H", "C", "H", "H", "H", "C", "H", "H", "H", "P", "C", "C", "H", "H", "H", "H", "H", "H", "C", "H", "H", "H", "H", "N", "C"], "coordinates": [[1.71, 1.14, -3.30], [3.31, 1.44, -2.57], [4.34, 0.79, -3.31], [4.10, -0.09, -3.92], [5.61, 1.35, -3.36], [6.35, 0.94, -4.05], [5.95, 2.42, -2.53], [6.94, 2.87, -2.58], [5.01, 2.88, -1.60], [5.30, 3.66, -0.90], [3.71, 2.39, -1.60], [3.01, 2.76, -0.85], [1.03, -0.50, -3.14], [1.73, -1.55, -2.49], [2.56, -1.31, -1.82], [1.38, -2.88, -2.73], [1.94, -3.69, -2.25], [0.32, -3.20, -3.59], [0.07, -4.24, -3.80], [-0.46, -2.17, -4.12], [-1.34, -2.42, -4.73], [-0.16, -0.83, -3.86], [-0.79, -0.03, -4.26], [0.53, 2.49, -3.15], [0.68, 3.37, -4.27], [1.55, 3.25, -4.92], [-0.30, 4.29, -4.62], [-0.20, 4.87, -5.54], [-1.42, 4.47, -3.79], [-2.19, 5.19, -4.07], [-1.53, 3.73, -2.61], [-2.39, 3.90, -1.96], [-0.58, 2.75, -2.29], [-0.69, 2.21, -1.35], [-0.08, -0.14, 2.87], [-1.57, -1.34, 2.36], [-1.94, -1.55, 1.05], [-2.14, -1.85, 3.14], [-1.15, -0.75, 0.01], [-2.05, 0.08, -0.79], [-1.54, 0.29, -1.60], [-0.25, -0.01, 0.85], [-0.51, -1.38, -0.64], [0.24, 1.04, 1.48], [1.74, 1.10, 3.78], [-1.31, 1.95, 2.97], [1.50, -1.75, 2.79], [-0.78, 2.89, 4.43], [0.26, 3.21, 4.26], [-0.81, 2.24, 5.31], [-1.45, 3.75, 4.54], [-1.42, 3.23, 1.69], [-2.13, 2.91, 0.92], [-0.43, 3.38, 1.24], [-1.76, 4.15, 2.17], [-3.04, 1.43, 3.23], [-3.08, 0.71, 4.06], [-3.41, 0.95, 2.32], [-3.62, 2.33, 3.46], [2.40, -1.89, 4.38], [1.67, -2.04, 5.19], [2.92, -0.94, 4.58], [3.12, -2.72, 4.34], [0.83, -3.42, 2.50], [0.46, -3.48, 1.47], [-0.01, -3.58, 3.19], [1.62, -4.16, 2.68], [2.88, -1.68, 1.58], [3.31, -0.66, 1.54], [2.53, -1.95, 0.58], [3.66, -2.38, 1.90], [-3.31, -2.59, 0.46], [-3.79, -3.51, 1.93], [-2.78, -3.74, -0.82], [-4.00, -2.81, 2.76], [-2.97, -4.19, 2.23], [-4.70, -4.09, 1.73], [-2.42, -3.20, -1.69], [-3.63, -4.36, -1.12], [-1.99, -4.39, -0.44], [-4.70, -1.64, -0.12], [-5.16, -1.09, 0.71], [-5.45, -2.31, -0.55], [-4.37, -0.93, -0.88], [1.03, 1.80, 1.22], [-0.83, -0.68, 5.89], [-0.64, -0.43, 4.76]], "multiplicity": 4, "molar_mass_g_mol": 687.02, "gap_ev": [4.553, 2.167], "e_homo_ev": [-11.31, -11.24], "total_charge": 2}

Record 8
{"formula": "C14H16N4O4", "method": "the ωB97M-V functional and the def2-TZVPD basis", "symbols": ["C", "N", "C", "O", "N", "C", "C", "C", "O", "H", "N", "C", "C", "N", "C", "O", "C", "C", "C", "C", "O", "H", "H", "H", "C", "C", "H", "H", "H", "H", "H", "H", "H", "H", "H", "H", "H", "H"], "coordinates": [[4.20, 2.03, 0.80], [3.20, 1.07, 0.38], [3.22, -0.14, 1.01], [4.01, -0.45, 1.87], [2.24, -1.04, 0.61], [1.31, -0.79, -0.37], [1.34, 0.42, -0.99], [2.30, 1.43, -0.64], [2.35, 2.53, -1.14], [0.65, 0.69, -1.76], [0.47, -1.83, -0.69], [-0.44, -1.70, -1.80], [-1.75, -1.00, -1.37], [-1.98, -1.32, 0.03], [-2.38, -0.46, 1.00], [-2.53, -0.81, 2.15], [-2.61, 0.95, 0.58], [-1.74, 1.95, 0.24], [-2.52, 3.12, 0.08], [-3.80, 2.75, 0.35], [-3.86, 1.45, 0.66], [-4.72, 3.30, 0.35], [-2.16, 4.09, -0.19], [-0.67, 1.86, 0.12], [-1.57, -2.66, 0.39], [-0.03, -2.74, 0.33], [0.37, -2.45, 1.31], [0.28, -3.76, 0.10], [-2.03, -3.37, -0.30], [-1.93, -2.86, 1.40], [-1.68, 0.08, -1.48], [-2.58, -1.36, -1.98], [-0.65, -2.71, -2.16], [0.04, -1.15, -2.61], [2.31, -1.95, 1.04], [4.05, 2.93, 0.20], [4.09, 2.25, 1.86], [5.20, 1.63, 0.63]], "smiles": "Cn1c(=O)cc(N2CCN(C(=O)c3ccco3)CC2)[nH]c1=O", "multiplicity": 1, "molar_mass_g_mol": 304.31, "gap_ev": 9.200, "e_homo_ev": -8.75}